i) A single C2HNO molecule. Source: the OMol25 dataset; level of theory: ωB97M-V/def2-TZVPD.

The geometry in ORCA input format:
```
! RIJCOSX wB97M-V def2-TZVPD def2/J DEFGRID3
* xyz 0 1
N -1.982 -0.457 -0.029
C -0.861 -0.213 0.079
C 0.586 0.179 0.004
O 1.381 -0.734 0.000
H 0.876 1.225 -0.054
*
```

Results
SMILES string = N#CC=O
molecular weight = 55.036 Da
E_HOMO = -0.430 Ha
frontier orbital gap = 10.893 eV

***

ii) A single C2HNO molecule. Source: the OMol25 dataset; level of theory: ωB97M-V/def2-TZVPD.

The geometry in ORCA input format:
```
! RIJCOSX wB97M-V def2-TZVPD def2/J DEFGRID3
* xyz 0 1
N -2.022 -0.386 0.020
C -0.860 -0.333 -0.077
C 0.632 0.111 -0.072
O 1.634 -0.601 0.009
H 0.616 1.210 0.120
*
```

Results
SMILES string = N#CC=O
molecular weight = 55.036 Da
E_HOMO = -0.435 Ha
frontier orbital gap = 10.784 eV

***

The most stable arrangement is i), and the next structure is 0.240 eV less stable.

***

i) A molecular structure, C6H8INO2S. Source: the OMol25 dataset; level of theory: ωB97M-V/def2-TZVPD.

The geometry in ORCA input format:
```
! RIJCOSX wB97M-V def2-TZVPD def2/J DEFGRID3
* xyz 0 1
C 1.365 -0.224 -0.190
C -0.543 -1.698 0.580
C -1.395 2.270 -0.486
C 0.391 -0.613 0.953
C 0.109 -0.112 -1.129
C -0.814 -0.355 0.073
N -1.984 0.445 0.259
O 0.747 2.305 -2.235
O -1.372 1.255 -2.845
S -0.401 1.537 -1.827
I -3.572 -0.359 -0.656
H 1.824 0.742 -0.103
H 2.136 -1.053 -0.359
H -0.260 -2.379 -0.258
H -1.005 -2.143 1.425
H -2.369 2.511 -0.911
H -1.071 2.917 0.317
H 0.385 -0.126 1.954
H 0.159 -0.800 -2.007
*
```

Results
molecular weight = 285.106 Da
E_HOMO (alpha / beta) = -0.325 / -0.325 Ha
frontier orbital gap (alpha / beta) = 7.966 / 7.966 eV

***

ii) A single C6H8INO2S molecule. Source: the OMol25 dataset; level of theory: ωB97M-V/def2-TZVPD.

The geometry in ORCA input format:
```
! RIJCOSX wB97M-V def2-TZVPD def2/J DEFGRID3
* xyz 0 1
C -2.004 1.288 1.183
C -0.771 1.026 0.317
N 0.181 1.797 0.626
S 1.690 1.603 -0.150
O 2.765 2.139 0.594
O 1.522 2.152 -1.461
C 1.628 -0.432 -0.204
I 3.495 -1.207 0.204
C 0.466 -1.043 -0.329
C 0.257 -2.528 -0.514
C -0.645 -0.118 -0.672
H -2.354 0.511 1.735
H -2.813 1.479 0.644
H -1.847 2.092 1.781
H -0.481 -2.576 -1.203
H -0.038 -2.927 0.369
H 1.045 -3.154 -0.754
H -0.554 0.491 -1.526
H -1.541 -0.592 -0.639
*
```

Results
SMILES string = CC1=NS(=O)(=O)C(I)=C(C)C1
molecular weight = 285.106 Da
E_HOMO = -0.343 Ha
frontier orbital gap = 9.608 eV

***

The most stable arrangement is ii), and the next structure is 2.405 eV less stable.

***

i) A single C16H18N2O3S molecule. Source: the OMol25 dataset; level of theory: ωB97M-V/def2-TZVPD.

The geometry in ORCA input format:
```
! RIJCOSX wB97M-V def2-TZVPD def2/J DEFGRID3
* xyz 0 1
C -4.695 -0.944 1.524
C -4.394 -0.942 -0.077
O -4.081 0.446 -0.600
C -2.930 0.819 -0.478
C -1.868 0.006 -0.051
C -0.712 0.704 0.189
C -0.556 1.950 -0.204
C 0.733 2.798 -0.468
N 1.861 1.884 -0.022
O 3.098 2.784 0.034
C 4.074 1.926 0.507
C 4.284 0.496 0.228
O 5.373 -0.248 0.514
N 3.401 -0.002 -0.677
C 3.385 -1.286 -1.067
C 2.179 -2.032 -0.694
C 1.952 -2.405 0.818
C 0.777 -2.917 0.957
C -0.087 -2.895 -0.013
S 0.764 -2.040 -1.766
C -1.589 2.767 -1.036
C -2.856 2.170 -1.048
H -3.836 -0.633 2.222
H -5.052 -1.896 1.779
H -5.648 -0.116 1.807
H -3.738 -1.453 -0.337
H -5.457 -1.192 -0.743
H -2.023 -0.878 0.508
H 0.163 0.145 0.546
H 0.959 3.744 -0.764
H 3.878 1.948 1.657
H 4.962 2.511 0.397
H 2.689 0.690 -0.947
H 3.306 -1.414 -2.166
H 4.376 -1.826 -0.752
H 2.892 -2.314 1.365
H 0.489 -3.646 1.836
H -0.953 -3.259 -0.306
H -1.503 3.943 -1.291
H -3.618 2.605 -1.384
*
```

Results
SMILES string = CCOc1ccc(/C=N/OCC(=O)NCc2cccs2)cc1
molecular weight = 318.398 Da
E_HOMO = -0.291 Ha
frontier orbital gap = 7.602 eV

***

ii) A single C16H18N2O3S molecule. Source: the OMol25 dataset; level of theory: ωB97M-V/def2-TZVPD.

The geometry in ORCA input format:
```
! RIJCOSX wB97M-V def2-TZVPD def2/J DEFGRID3
* xyz 0 1
C 3.824 2.045 1.373
C 2.789 1.799 0.315
C 3.168 1.643 -1.013
C 2.214 1.430 -1.991
C 0.875 1.368 -1.658
C 0.486 1.514 -0.329
N -0.887 1.448 -0.052
C -1.492 1.337 1.155
O -0.925 1.265 2.223
C -3.017 1.345 1.073
S -3.739 -0.333 1.142
C -4.035 -0.666 -0.634
C -2.710 -0.862 -1.340
O -2.253 -0.025 -2.098
N -2.094 -2.014 -1.028
C -0.726 -2.318 -1.408
C 0.161 -2.353 -0.206
C 0.196 -3.203 0.862
C 1.201 -2.707 1.727
C 1.696 -1.595 1.122
O 1.073 -1.373 -0.044
C 1.445 1.736 0.651
H 3.400 1.922 2.367
H 4.210 3.061 1.290
H 4.663 1.362 1.258
H 4.215 1.687 -1.278
H 2.515 1.310 -3.022
H 0.125 1.197 -2.417
H -1.456 1.349 -0.887
H -3.400 1.848 1.961
H -3.390 1.832 0.174
H -4.583 0.170 -1.067
H -4.645 -1.567 -0.662
H -2.498 -2.593 -0.306
H -0.391 -1.529 -2.086
H -0.710 -3.282 -1.927
H -0.409 -4.075 1.012
H 1.504 -3.123 2.666
H 2.459 -0.899 1.406
H 1.138 1.846 1.678
*
```

Results
SMILES string = Cc1cccc(NC(=O)CSCC(=O)NCc2ccco2)c1
molecular weight = 318.398 Da
E_HOMO = -0.301 Ha
frontier orbital gap = 8.691 eV

***

The most stable arrangement is ii), and the next structure is 15.101 eV less stable.

***

i) A molecular structure, C21H22BN6O2S2TeW. Source: the OMol25 dataset; level of theory: ωB97M-V/def2-TZVPD.

The geometry in ORCA input format:
```
! RIJCOSX wB97M-V def2-TZVPD def2/J DEFGRID3
* xyz 1 3
W -0.110 0.522 -1.145
C 3.157 -1.753 -2.019
N 3.140 -1.366 -0.607
C 3.558 -2.172 0.427
C 3.512 -1.414 1.547
N 3.081 -0.155 1.197
B 3.133 1.005 2.276
N 2.101 2.161 2.010
C 2.443 3.475 2.257
C 1.319 4.220 2.201
N 0.289 3.352 1.901
C -1.122 3.723 1.901
C 0.790 2.102 1.795
S -0.154 0.694 1.423
C 2.854 -0.139 -0.113
S 2.257 1.176 -1.103
H 3.081 -2.836 -2.073
H 4.082 -1.424 -2.487
H 2.316 -1.303 -2.537
H 3.851 -3.195 0.269
H 3.750 -1.659 2.566
H 2.891 0.483 3.338
H 4.228 1.517 2.238
H 3.461 3.757 2.456
H 1.155 5.272 2.349
H -1.238 4.675 1.389
H -1.489 3.807 2.922
H -1.687 2.953 1.385
O -1.587 -7.038 -0.540
C -0.628 -6.092 -0.524
O 0.526 -6.404 -0.552
C -1.055 -4.647 -0.542
C -0.051 -3.705 -0.334
C -0.367 -2.367 -0.357
C -1.670 -1.933 -0.586
C -2.670 -2.861 -0.808
C -2.353 -4.214 -0.777
N -1.832 -0.523 -0.690
C -2.959 0.137 -0.597
C -2.859 1.532 -0.874
C -3.934 2.424 -0.888
C -3.718 3.736 -1.224
C -2.420 4.156 -1.553
C -1.395 3.253 -1.522
N -1.598 1.955 -1.185
H -2.466 -6.645 -0.467
H 0.957 -4.050 -0.150
H 0.407 -1.638 -0.123
H -3.682 -2.548 -1.031
H -3.154 -4.917 -0.978
H -3.896 -0.343 -0.344
H -4.922 2.059 -0.642
H -4.541 4.438 -1.243
H -2.215 5.178 -1.839
H -0.378 3.526 -1.770
Te -0.187 0.054 -3.625
*
```

Results
molecular weight = 776.833 Da
E_HOMO (alpha / beta) = -0.356 / -0.401 Ha
expectation value of S² = 2.36
frontier orbital gap (alpha / beta) = 5.057 / 6.117 eV

***

ii) A molecular structure, C21H22BN6O2S2TeW. Source: the OMol25 dataset; level of theory: ωB97M-V/def2-TZVPD.

The geometry in ORCA input format:
```
! RIJCOSX wB97M-V def2-TZVPD def2/J DEFGRID3
* xyz 1 3
W -0.107 0.363 -0.280
C 3.280 -2.590 -0.868
N 3.519 -1.720 0.273
C 4.181 -2.080 1.428
C 4.149 -1.003 2.245
N 3.471 0.004 1.597
B 3.176 1.409 2.184
N 1.745 1.402 2.890
C 1.438 2.432 3.747
C 0.177 2.246 4.206
N -0.282 1.088 3.629
C -1.625 0.558 3.776
C 0.678 0.609 2.809
S 0.412 -0.809 1.821
C 3.090 -0.455 0.410
S 2.223 0.414 -0.829
H 4.006 -3.398 -0.842
H 3.398 -2.027 -1.790
H 2.274 -3.006 -0.823
H 4.623 -3.053 1.551
H 4.562 -0.859 3.227
H 3.980 1.632 3.049
H 3.160 2.230 1.309
H 2.156 3.200 3.972
H -0.413 2.807 4.908
H -2.074 1.007 4.658
H -1.587 -0.520 3.908
H -2.227 0.802 2.899
O 3.351 1.496 -7.468
C 3.272 2.111 -6.272
O 3.969 3.047 -6.018
C 2.280 1.560 -5.287
C 1.809 2.420 -4.301
C 0.924 1.971 -3.339
C 0.513 0.644 -3.346
C 0.985 -0.226 -4.320
C 1.861 0.234 -5.291
N -0.372 0.160 -2.331
C -1.455 -0.495 -2.743
C -2.272 -1.069 -1.759
C -3.457 -1.772 -2.027
C -4.177 -2.292 -0.988
C -3.709 -2.108 0.325
C -2.550 -1.418 0.537
N -1.811 -0.891 -0.478
H 2.637 0.860 -7.588
H 2.152 3.446 -4.295
H 0.554 2.644 -2.577
H 0.696 -1.269 -4.304
H 2.247 -0.468 -6.020
H -1.687 -0.575 -3.797
H -3.779 -1.884 -3.054
H -5.093 -2.837 -1.170
H -4.252 -2.502 1.172
H -2.157 -1.261 1.529
Te -0.958 2.582 0.255
*
```

Results
molecular weight = 776.833 Da
E_HOMO (alpha / beta) = -0.359 / -0.416 Ha
expectation value of S² = 2.04
frontier orbital gap (alpha / beta) = 5.838 / 6.801 eV

***

The most stable arrangement is ii), and the next structure is 1.317 eV less stable.

***

i) A molecular structure, H8LiO4. Source: the OMol25 dataset; level of theory: ωB97M-V/def2-TZVPD.

The geometry in ORCA input format:
```
! RIJCOSX wB97M-V def2-TZVPD def2/J DEFGRID3
* xyz 1 1
Li 0.027 0.062 0.227
O -0.571 0.982 -1.424
H -0.698 1.894 -1.719
H -0.254 0.498 -2.200
O -1.347 0.741 1.468
H -0.972 1.384 2.090
H -1.944 0.189 1.991
O 1.961 0.395 0.328
H 2.314 0.956 -0.376
H 2.587 -0.335 0.434
O -0.223 -1.896 -0.209
H -0.206 -2.653 0.392
H -0.672 -2.217 -1.003
*
```

Results
molecular weight = 79.001 Da
E_HOMO = -0.603 Ha
frontier orbital gap = 12.948 eV

***

ii) A molecular structure, H8LiO4. Source: the OMol25 dataset; level of theory: ωB97M-V/def2-TZVPD.

The geometry in ORCA input format:
```
! RIJCOSX wB97M-V def2-TZVPD def2/J DEFGRID3
* xyz 1 1
Li 0.167 0.011 -0.016
O -0.092 -0.349 -1.930
H -0.834 -0.934 -2.492
H 0.572 -0.377 -2.562
O 1.766 0.710 0.983
H 2.445 0.269 1.452
H 2.297 1.498 0.628
O -1.195 1.805 0.327
H -1.513 2.061 -0.630
H -2.094 1.523 0.513
O -0.472 -1.709 1.034
H -0.700 -2.547 0.672
H -0.347 -1.961 2.019
*
```

Results
molecular weight = 79.001 Da
E_HOMO = -0.590 Ha
frontier orbital gap = 12.511 eV

***

The most stable arrangement is i), and the next structure is 1.067 eV less stable.

***

i) 2 unconnected molecules or ions with the total composition C3H6BrFO. Source: the OMol25 dataset; level of theory: ωB97M-V/def2-TZVPD.

The geometry in ORCA input format:
```
! RIJCOSX wB97M-V def2-TZVPD def2/J DEFGRID3
* xyz 0 1
C -0.618 0.964 -1.023
C 0.481 0.144 -0.128
C -0.201 -0.265 1.192
O 1.179 -0.841 -0.839
F -1.041 -1.214 0.928
Br 1.668 -1.637 2.529
H -0.267 1.094 -2.046
H -1.561 0.329 -1.122
H -0.849 1.919 -0.583
H 1.182 0.859 0.027
H -0.609 0.240 2.034
H 0.636 -1.592 -0.970
*
```

Results
molecular weight = 156.982 Da
E_HOMO (alpha / beta) = -0.347 / -0.347 Ha
frontier orbital gap (alpha / beta) = 8.106 / 8.107 eV

***

ii) 2 unconnected molecules or ions with the total composition C3H6BrFO. Source: the OMol25 dataset; level of theory: ωB97M-V/def2-TZVPD.

The geometry in ORCA input format:
```
! RIJCOSX wB97M-V def2-TZVPD def2/J DEFGRID3
* xyz 0 1
C -0.819 -0.985 -0.592
C -0.195 -0.012 0.466
C 0.620 0.957 -0.311
O -1.149 0.571 1.278
F 0.294 2.251 -0.216
Br 3.521 -0.403 0.504
H -1.492 -0.612 -1.398
H -0.003 -1.457 -0.983
H -1.419 -1.619 0.096
H 0.395 -0.763 1.002
H 1.412 0.604 -0.981
H -1.165 1.466 1.135
*
```

Results
molecular weight = 156.982 Da
E_HOMO (alpha / beta) = -0.355 / -0.310 Ha
frontier orbital gap (alpha / beta) = 8.293 / 5.277 eV

***

The most stable arrangement is i), and the next structure is 1.090 eV less stable.

***

i) A gas-phase ion, C13H17N2 (charge +1). Source: the OMol25 dataset; level of theory: ωB97M-V/def2-TZVPD.

The geometry in ORCA input format:
```
! RIJCOSX wB97M-V def2-TZVPD def2/J DEFGRID3
* xyz 1 1
C -1.658 -2.343 -0.247
C -2.654 -1.374 -0.139
C -0.358 -1.878 -0.161
C -0.139 -0.519 -0.076
C -1.135 0.464 -0.011
C -2.431 -0.023 -0.014
C 3.131 -1.681 0.345
C -0.668 1.847 0.097
C 0.966 -2.579 -0.005
C 0.585 1.862 1.016
C 1.254 -0.373 -0.187
C -3.584 1.011 -0.033
C 1.974 1.756 -1.164
N 1.884 -1.483 0.067
N 1.653 1.059 0.141
H -1.867 -3.355 -0.395
H -3.686 -1.848 -0.071
H 3.906 -0.866 0.572
H 3.525 -2.504 0.912
H -0.315 2.166 -0.833
H -1.420 2.523 0.526
H 0.902 -3.243 0.921
H 1.355 -3.169 -0.757
H 1.044 2.870 1.088
H 0.482 1.342 1.910
H -4.515 0.481 0.020
H -3.410 1.480 0.858
H -3.415 1.600 -0.965
H 3.070 1.935 -1.228
H 1.561 1.045 -1.843
H 1.481 2.749 -1.145
H 2.480 1.049 0.800
*
```

Results
molecular weight = 201.293 Da
E_HOMO (alpha / beta) = -0.383 / -0.383 Ha
frontier orbital gap (alpha / beta) = 7.259 / 7.258 eV

***

ii) A gas-phase ion, C13H17N2 (charge +1). Source: the OMol25 dataset; level of theory: ωB97M-V/def2-TZVPD.

The geometry in ORCA input format:
```
! RIJCOSX wB97M-V def2-TZVPD def2/J DEFGRID3
* xyz 1 1
C 2.111 1.842 -2.156
C 2.643 0.635 -2.718
C 1.108 1.881 -1.299
C 2.074 -0.441 -2.165
C 0.597 0.740 -0.609
C 1.018 -0.579 -1.225
C -1.500 1.529 2.398
C -1.246 0.051 2.571
C -0.169 1.956 1.604
C -1.668 -1.162 0.440
C -0.586 -0.411 1.226
C -0.259 -2.850 -1.098
C -0.057 0.952 0.637
N 0.823 -1.912 -0.921
N -1.437 -2.072 -0.938
H 2.392 2.833 -2.600
H 3.416 0.640 -3.422
H 0.695 2.939 -0.964
H 2.462 -1.399 -2.599
H -2.327 1.770 1.713
H -1.496 2.317 3.311
H -0.378 -0.205 3.329
H -2.157 -0.462 3.088
H -0.221 2.994 1.139
H 0.713 1.879 2.256
H -2.137 -1.934 1.098
H -2.547 -0.538 0.082
H 0.305 -1.074 1.613
H -0.028 -3.685 -0.432
H 1.652 -2.329 -0.762
H -2.293 -2.593 -0.989
H -1.502 -1.313 -1.609
*
```

Results
molecular weight = 201.293 Da
E_HOMO (alpha / beta) = -0.382 / -0.421 Ha
frontier orbital gap (alpha / beta) = 6.220 / 7.446 eV

***

The most stable arrangement is i), and the next structure is 2.210 eV less stable.

***

i) A single C2H2N4O molecule. Source: the OMol25 dataset; level of theory: ωB97M-V/def2-TZVPD.

The geometry in ORCA input format:
```
! RIJCOSX wB97M-V def2-TZVPD def2/J DEFGRID3
* xyz 0 1
C 1.100 0.589 -0.318
C 0.781 -0.699 0.225
N 0.134 1.401 -0.075
N -0.455 -1.090 0.160
N -0.941 1.621 0.254
N -1.563 -0.562 0.197
O -2.586 -0.817 -0.380
H 2.026 0.911 -0.748
H 1.504 -1.354 0.686
*
```

Results
molecular weight = 98.065 Da
E_HOMO (alpha / beta) = -0.311 / -0.311 Ha
frontier orbital gap (alpha / beta) = 8.300 / 8.300 eV

***

ii) 2 unconnected molecules or ions with the total composition C2H2N4O. Source: the OMol25 dataset; level of theory: ωB97M-V/def2-TZVPD.

The geometry in ORCA input format:
```
! RIJCOSX wB97M-V def2-TZVPD def2/J DEFGRID3
* xyz 0 1
N -2.309 1.832 0.180
C -2.220 0.662 0.194
N -1.910 -0.578 0.474
O -2.408 -1.550 -0.062
N -0.076 -0.513 -0.484
C 1.035 -0.362 -0.193
N 2.249 0.103 -0.022
H 2.980 -0.510 0.379
H 2.658 0.916 -0.464
*
```

Results
SMILES string = N#CN=O.N#CN
molecular weight = 98.065 Da
E_HOMO (alpha / beta) = -0.341 / -0.341 Ha
frontier orbital gap (alpha / beta) = 8.198 / 8.200 eV

***

The most stable arrangement is ii), and the next structure is 0.442 eV less stable.